Entry from the Open Molecules 2025 dataset: C42H32F5OP2Pr as an isolated structure in a non-equilibrium geometry (ωB97M-V/def2-TZVPD).

The HOMO-LUMO gap (spin up / spin down) comes out at 0.2296 / 0.2702 hartree. The spin multiplicity is 3. For the HOMO energy (spin up / spin down), the calculation gives -13.73 / -13.72 eV. As for the electronic energy: -3393.3956 Eh. As for the LUMO energy (spin up / spin down): -7.48 / -6.37 eV. As for the total charge: +2. As for the expectation value of S²: 2.01.

The geometry in XYZ format:
```
83
Properties=species:S:1:pos:R:3:mulliken_spin:R:1
C 1.214 -2.958 -2.709 -0.001
C 0.070 -3.176 -1.912 -0.001
C -1.032 -3.851 -2.466 -0.001
C -0.985 -4.299 -3.790 0.000
C 0.145 -4.071 -4.582 -0.001
C 1.239 -3.388 -4.037 0.000
P 0.051 -2.490 -0.225 -0.001
C -1.415 -3.251 0.575 -0.008
C -2.550 -2.427 0.770 0.015
C -3.620 -2.923 1.535 -0.001
C -3.658 -4.273 1.889 0.000
C -2.579 -5.117 1.590 -0.001
C -1.443 -4.602 0.961 0.001
Pr -1.082 0.149 0.908 2.039
P 0.012 2.638 -0.075 -0.011
C -1.119 3.267 -1.346 -0.010
C -0.642 3.973 -2.466 0.000
C -1.536 4.385 -3.458 0.000
C -2.897 4.073 -3.360 -0.001
C -3.359 3.322 -2.273 0.003
C -2.484 2.921 -1.264 0.004
C -0.559 3.346 1.525 0.000
C 0.196 3.023 2.672 -0.001
C -0.255 3.419 3.929 -0.001
C -1.444 4.140 4.052 -0.001
C -2.181 4.483 2.917 0.000
C -1.726 4.120 1.652 0.001
C 1.615 3.405 -0.361 0.003
C 2.729 2.546 -0.439 -0.002
C 3.994 3.079 -0.668 0.000
C 4.164 4.462 -0.816 0.000
C 3.062 5.317 -0.707 0.000
C 1.783 4.797 -0.468 0.000
C 1.474 -3.319 0.567 -0.003
C 2.189 -4.390 0.000 0.000
C 3.322 -4.902 0.647 0.000
C 3.743 -4.365 1.868 0.000
C 3.010 -3.324 2.455 0.000
C 1.881 -2.822 1.819 0.000
H 1.136 2.466 2.571 0.000
H 0.335 3.170 4.817 0.000
H -1.794 4.443 5.042 0.000
H -3.110 5.047 3.027 0.000
H -2.288 4.405 0.763 0.000
H 0.422 4.194 -2.554 0.000
H -1.167 4.946 -4.316 0.000
H -3.593 4.408 -4.132 0.000
H -4.411 3.045 -2.205 0.000
H -2.881 2.358 -0.405 -0.003
H 2.582 1.470 -0.326 0.000
H 4.850 2.408 -0.733 0.000
H 5.157 4.869 -1.017 0.000
H 3.196 6.395 -0.810 0.000
H 0.924 5.468 -0.376 0.000
H 1.875 -4.827 -0.949 0.000
H 3.883 -5.718 0.190 0.000
H 4.638 -4.747 2.361 0.000
H 3.323 -2.895 3.408 0.000
H 1.305 -2.027 2.293 0.001
H -2.695 -1.498 0.159 -0.007
H -4.431 -2.239 1.806 0.000
H -4.542 -4.686 2.380 0.000
H -2.625 -6.179 1.840 0.000
H -0.584 -5.245 0.751 0.000
H -1.918 -4.038 -1.860 0.000
H -1.843 -4.822 -4.211 0.000
H 0.170 -4.412 -5.620 0.000
H 2.112 -3.172 -4.654 0.000
H 2.075 -2.432 -2.294 0.000
H 0.233 0.165 -2.728 0.001
H 0.952 0.131 -2.528 0.000
F -3.029 0.320 7.342 0.000
C -2.390 0.032 6.193 0.000
C -2.837 0.613 5.008 0.001
F -3.926 1.413 5.009 0.000
C -2.154 0.333 3.850 -0.001
F -2.725 0.816 2.597 -0.003
C -0.975 -0.448 3.849 0.003
O -0.157 -0.522 2.801 -0.006
C -0.629 -1.130 5.029 -0.004
F 0.400 -2.007 4.991 0.000
C -1.330 -0.882 6.190 -0.001
F -1.016 -1.512 7.343 0.000
```